C19H21EuIN2O3S as an isolated structure at a distorted geometry, computed with ωB97M-V/def2-TZVPD.

Results
- energy relative to the best compared isomer or geometry (same formula, charge and spin) (kcal per mole) = 0.0
- spin multiplicity = 8
- LUMO (spin up / spin down) (eV) = -0.64 / -0.72

Positions of all 48 atoms, in Å:
C: -0.98 -0.79 -4.04
C: -2.48 2.68 -0.74
H: -0.99 -1.23 -5.04
H: -1.72 0.05 -4.06
H: -1.35 -1.61 -3.40
H: -2.10 3.64 -0.38
H: -3.17 2.92 -1.59
H: -3.14 2.21 0.02
C: 1.82 2.74 -1.95
C: 3.20 2.91 -1.70
C: 3.58 3.36 -0.45
C: 2.61 3.44 0.55
H: 1.45 2.61 -2.97
H: 3.93 2.70 -2.48
H: 4.61 3.65 -0.23
H: 2.86 3.76 1.57
N: 0.91 2.71 -0.98
C: 1.28 3.05 0.27
C: 0.28 2.99 1.37
N: -0.72 2.12 1.24
C: -1.62 1.99 2.20
C: -0.60 3.72 3.52
C: -1.62 2.77 3.36
H: -2.41 1.26 2.03
H: -2.42 2.61 4.09
C: 0.37 3.82 2.52
H: 1.20 4.53 2.57
H: -0.57 4.37 4.39
Eu: -1.43 1.06 -1.95
I: 1.11 -0.37 -3.68
C: 0.46 -6.78 0.18
C: 0.20 -5.30 0.22
C: -0.11 -4.71 1.46
C: -0.44 -3.36 1.53
C: -0.41 -2.55 0.39
C: -0.09 -3.13 -0.84
C: 0.25 -4.48 -0.92
S: -0.70 -0.80 0.54
O: -1.92 -0.56 -0.32
O: -0.92 -0.66 1.96
O: 0.46 -0.15 -0.06
H: 1.46 -7.01 0.60
H: -0.28 -7.32 0.79
H: 0.42 -7.17 -0.84
H: -0.07 -5.32 2.37
H: -0.72 -2.94 2.49
H: -0.09 -2.52 -1.74
H: 0.58 -4.93 -1.87

The molecule's Mulliken atomic charges, reported in e, are given here:
1 C -1.037
2 C -1.210
3 H 0.424
4 H 0.257
5 H 0.354
6 H 0.192
7 H 0.379
8 H 0.187
9 C -0.506
10 C -0.722
11 C -0.396
12 C -0.930
13 H 0.706
14 H 0.380
15 H 0.404
16 H 0.312
17 N 0.059
18 C 0.644
19 C 0.415
20 N 0.452
21 C 0.046
22 C -0.512
23 C -1.033
24 H 0.502
25 H 0.370
26 C -0.879
27 H 0.354
28 H 0.388
29 Eu 1.015
30 I 0.110
31 C -1.370
32 C 0.902
33 C -0.758
34 C -0.224
35 C -0.398
36 C 0.253
37 C -1.114
38 S 1.891
39 O -0.717
40 O -0.715
41 O -0.558
42 H 0.293
43 H 0.354
44 H 0.356
45 H 0.346
46 H 0.492
47 H -0.070
48 H 0.311

---

A 2-piece molecular cluster, C16H15NO3 overall at a distorted geometry, computed with ωB97M-V/def2-TZVPD.

Results
- energy relative to the best compared isomer or geometry (same formula, charge and spin) (kcal per mole) = 105.4
- LUMO (eV) = -1.10

Positions of all 35 atoms, in Å:
C: -5.81 -2.66 0.69
O: -4.52 -3.22 0.35
C: -3.40 -2.51 0.65
C: -2.17 -3.09 0.25
C: -0.99 -2.40 0.45
C: -0.99 -1.09 1.01
C: 0.25 -0.33 1.12
O: 0.23 0.74 1.87
C: 1.50 1.36 2.20
C: -2.21 -0.58 1.50
C: -3.41 -1.25 1.31
H: -6.51 -3.40 0.34
H: -5.89 -2.52 1.77
H: -5.97 -1.70 0.18
H: -2.23 -4.07 -0.23
H: -0.04 -2.86 0.15
H: 1.22 -0.83 0.98
H: 1.26 2.27 2.73
H: 2.09 0.69 2.83
H: 2.06 1.58 1.29
H: -2.21 0.37 2.03
H: -4.34 -0.81 1.65
O: 0.94 0.49 -0.65
C: 1.83 1.08 -1.36
C: 1.71 2.45 -1.84
C: 2.83 3.19 -2.18
C: 4.11 2.62 -2.23
C: 5.28 3.41 -2.54
N: 6.23 4.05 -2.78
C: 4.21 1.24 -2.00
C: 3.11 0.47 -1.68
H: 0.72 2.90 -1.84
H: 2.73 4.26 -2.39
H: 5.20 0.77 -2.07
H: 3.20 -0.60 -1.53

The molecule's Mulliken atomic charges, reported in e, are given here:
1 C -0.810
2 O -0.422
3 C 0.917
4 C -0.648
5 C -0.424
6 C 0.411
7 C 0.025
8 O -0.262
9 C -0.592
10 C -0.612
11 C -0.385
12 H 0.239
13 H 0.337
14 H 0.353
15 H 0.412
16 H 0.381
17 H 0.333
18 H 0.258
19 H 0.297
20 H 0.226
21 H 0.430
22 H 0.353
23 O -0.650
24 C 0.078
25 C -0.396
26 C -0.393
27 C 0.325
28 C -0.017
29 N -0.553
30 C -0.386
31 C -0.392
32 H 0.399
33 H 0.384
34 H 0.389
35 H 0.396

---

An isolated ion of composition C22H28FN6O2 and charge +1 at a distorted geometry, computed with ωB97M-V/def2-TZVPD.

Results
- energy relative to the best compared isomer or geometry (same formula, charge and spin) (kcal per mole) = 2.6
- LUMO (eV) = -1.92
- structure (SMILES) = COCCn1nnnc1[C@H](c1ccc(OC)cc1)N1CC[NH+](c2ccccc2F)CC1
- net charge = +1

Positions of all 59 atoms, in Å:
C: -0.57 -0.46 6.12
O: 0.20 -0.88 5.02
C: 0.26 0.02 3.96
C: -1.04 0.01 3.11
N: -0.85 0.79 1.92
N: -0.73 2.12 1.96
N: -0.55 2.54 0.78
N: -0.53 1.52 -0.07
C: -0.72 0.41 0.63
C: -0.80 -0.98 0.07
C: 0.31 -1.83 0.66
C: 1.55 -1.30 0.99
C: 2.56 -2.10 1.51
C: 2.34 -3.46 1.71
O: 3.23 -4.33 2.20
C: 4.50 -3.86 2.60
C: 1.09 -4.00 1.36
C: 0.10 -3.19 0.85
N: -0.78 -1.06 -1.37
C: -1.99 -0.85 -2.12
C: -2.20 0.62 -2.56
N: -0.89 1.30 -2.64
C: -0.95 2.58 -3.33
C: -0.74 3.75 -2.62
C: -0.79 4.98 -3.26
C: -1.05 5.04 -4.62
C: -1.27 3.88 -5.35
C: -1.21 2.66 -4.70
F: -1.43 1.53 -5.40
C: 0.14 0.38 -3.16
C: 0.42 -0.69 -2.09
H: -1.64 -0.45 5.90
H: -0.38 -1.19 6.91
H: -0.27 0.53 6.46
H: 1.09 -0.32 3.34
H: 0.45 1.04 4.31
H: -1.28 -1.02 2.83
H: -1.86 0.45 3.68
H: -1.76 -1.40 0.40
H: 1.76 -0.25 0.86
H: 3.50 -1.65 1.77
H: 5.03 -4.74 2.97
H: 5.05 -3.44 1.75
H: 4.43 -3.12 3.39
H: 0.93 -5.05 1.51
H: -0.86 -3.62 0.58
H: -1.93 -1.49 -3.02
H: -2.85 -1.19 -1.55
H: -2.70 0.64 -3.54
H: -2.82 1.17 -1.85
H: -0.63 1.50 -1.59
H: -0.54 3.71 -1.56
H: -0.63 5.88 -2.70
H: -1.09 6.00 -5.12
H: -1.47 3.90 -6.41
H: -0.21 -0.08 -4.09
H: 1.05 0.94 -3.38
H: 0.84 -1.58 -2.58
H: 1.17 -0.33 -1.39

The molecule's Mulliken atomic charges, reported in e, are given here:
1 C -0.710
2 O -0.351
3 C -0.306
4 C -0.733
5 N 0.892
6 N -0.745
7 N -0.857
8 N 0.356
9 C -0.510
10 C -0.163
11 C 0.039
12 C -0.479
13 C -0.507
14 C 0.741
15 O -0.463
16 C -0.823
17 C -0.847
18 C -0.515
19 N 0.056
20 C -0.974
21 C -0.567
22 N 0.678
23 C 0.116
24 C -0.499
25 C -0.869
26 C -0.444
27 C -0.807
28 C 0.662
29 F -0.306
30 C -0.866
31 C -0.507
32 H 0.291
33 H 0.273
34 H 0.325
35 H 0.170
36 H 0.391
37 H 0.153
38 H 0.513
39 H 0.724
40 H 0.366
41 H 0.465
42 H 0.245
43 H 0.334
44 H 0.336
45 H 0.463
46 H 0.464
47 H 0.479
48 H 0.396
49 H 0.522
50 H 0.348
51 H 0.698
52 H 0.460
53 H 0.441
54 H 0.411
55 H 0.493
56 H 0.371
57 H 0.457
58 H 0.440
59 H 0.277

---

One molecule with the formula C19H26N2O5S, computed with ωB97M-V/def2-TZVPD.

Results
- energy relative to the best compared isomer or geometry (same formula, charge and spin) (kcal per mole) = 26.3
- LUMO (eV) = 0.63
- structure (SMILES) = CCSCCOC(=O)C1=C(C)N(C)C(=O)N[C@H]1c1cc(OC)ccc1OC

Positions of all 53 atoms, in Å:
C: -6.30 -0.25 -0.18
C: -4.82 -0.37 0.09
S: -4.14 -1.86 -0.73
C: -2.36 -1.56 -0.51
C: -1.88 -1.93 0.89
O: -0.61 -1.34 1.14
C: 0.46 -1.91 0.51
O: 0.35 -2.96 -0.07
C: 1.64 -1.07 0.64
C: 2.87 -1.42 0.18
C: 3.18 -2.76 -0.40
N: 3.93 -0.54 0.24
C: 5.22 -0.88 -0.31
C: 3.81 0.74 0.80
O: 4.74 1.52 0.80
N: 2.64 1.00 1.41
C: 1.39 0.31 1.22
C: 0.45 1.10 0.34
C: -0.75 1.56 0.85
C: -1.67 2.23 0.05
O: -2.88 2.70 0.46
C: -3.21 2.59 1.83
C: -1.35 2.44 -1.29
C: -0.15 2.01 -1.81
C: 0.77 1.34 -1.00
O: 1.99 0.89 -1.43
C: 2.38 1.15 -2.75
H: -6.70 0.64 0.30
H: -6.48 -0.19 -1.25
H: -6.83 -1.12 0.20
H: -4.28 0.49 -0.30
H: -4.63 -0.46 1.16
H: -1.86 -2.16 -1.26
H: -2.17 -0.50 -0.71
H: -2.53 -1.53 1.66
H: -1.82 -3.02 0.99
H: 3.47 -2.65 -1.45
H: 2.31 -3.39 -0.35
H: 4.00 -3.22 0.14
H: 5.85 0.00 -0.20
H: 5.15 -1.14 -1.37
H: 5.67 -1.71 0.23
H: 2.57 1.95 1.75
H: 0.92 0.20 2.21
H: -0.97 1.36 1.89
H: -3.25 1.55 2.16
H: -2.49 3.14 2.45
H: -4.19 3.04 1.93
H: -2.07 2.95 -1.92
H: 0.07 2.20 -2.85
H: 1.72 0.64 -3.47
H: 3.39 0.76 -2.84
H: 2.39 2.22 -2.97

The molecule's Mulliken atomic charges, reported in e, are given here:
1 C -1.421
2 C 0.169
3 S -0.158
4 C -0.083
5 C -0.612
6 O -0.227
7 C 0.616
8 O -0.704
9 C -0.440
10 C 1.087
11 C -1.853
12 N 0.072
13 C -1.186
14 C 0.538
15 O -0.709
16 N -0.126
17 C -0.555
18 C -0.138
19 C 0.663
20 C 0.215
21 O -0.471
22 C -0.747
23 C -0.764
24 C -0.945
25 C 0.369
26 O -0.141
27 C -1.069
28 H 0.380
29 H 0.361
30 H 0.364
31 H 0.055
32 H 0.197
33 H 0.491
34 H -0.339
35 H 0.437
36 H 0.316
37 H 0.370
38 H 0.400
39 H 0.411
40 H 0.412
41 H 0.347
42 H 0.310
43 H 0.290
44 H 0.668
45 H 0.437
46 H 0.229
47 H 0.358
48 H 0.232
49 H 0.450
50 H 0.451
51 H 0.375
52 H 0.249
53 H 0.367